(1)
This record from OMol25 describes a molecular structure, C35H34CaN10O3S. The level of theory is ωB97M-V/def2-TZVPD.

```
! wB97M-V def2-TZVPD RIJCOSX def2/J DEFGRID3
* xyz -2 1
H -4.82 1.09 1.90
O 1.67 2.07 4.77
C 0.99 -1.15 -6.03
Ca 0.27 0.13 0.49
N -1.90 -1.21 0.56
H -2.70 -2.44 2.08
H 2.50 -2.23 -1.12
H 0.61 -5.34 3.63
H -0.33 -0.13 -4.72
C 0.60 -4.36 3.17
H -0.52 3.29 1.25
H -3.09 2.62 -4.32
N -1.67 1.64 0.89
C 2.88 -1.01 -4.02
C -3.09 4.95 -1.32
H -2.10 -1.77 -1.41
C 2.66 2.00 3.80
C 1.65 -2.88 -0.94
C -3.89 1.62 1.76
N 0.57 -1.80 1.95
C -3.03 -0.31 0.39
C 2.26 -1.70 -6.25
C -2.49 3.52 2.10
H -1.97 -0.90 2.61
H -2.30 4.52 2.47
C 0.46 2.69 4.39
N -5.22 3.60 -3.76
C 5.00 2.23 3.32
C -3.70 2.89 2.29
H 0.72 -6.11 -0.63
C 0.66 -0.54 -4.84
C 1.79 -4.25 -0.90
H 5.57 1.78 1.31
C -4.07 3.76 -3.01
H 2.50 -2.19 -7.19
C 1.72 -2.39 2.34
C 2.36 1.55 2.49
H -4.50 3.38 2.83
H 4.18 -2.02 -5.35
H -2.26 2.70 -2.87
H 4.08 2.64 5.24
H -2.73 -2.98 -0.25
S -1.40 0.64 -2.66
H -3.97 -0.77 0.74
C -1.85 -1.75 1.92
H 2.77 -4.69 -1.03
C -0.59 -2.49 2.23
N 0.48 -2.25 -0.77
H 2.76 -4.03 3.20
N 2.27 0.74 -0.46
N -2.23 5.41 -0.70
C -0.56 -4.39 -0.52
N -2.96 3.17 -3.48
H -5.35 2.69 -4.16
C 3.19 -1.61 -5.22
N 2.44 0.37 -1.73
H 2.63 -1.82 2.16
H -6.03 3.96 -3.28
H -1.47 -4.96 -0.33
H -0.12 2.07 3.71
C -0.61 -3.01 -0.57
C 0.66 -5.03 -0.68
H 3.62 -0.95 -3.23
C 3.46 1.50 1.57
C 1.59 -0.44 -3.76
C 1.36 0.18 -2.48
O 1.15 1.20 2.18
H 0.24 -1.20 -6.81
O 0.17 0.59 -1.93
H -0.09 2.88 5.31
H -1.56 -4.22 2.99
C -0.60 -3.73 2.82
C -2.85 1.03 1.06
C 3.94 2.33 4.22
C -1.49 2.85 1.40
C 4.75 1.84 2.02
H 4.29 1.12 -0.39
H 0.66 3.65 3.89
C -1.92 -2.26 -0.46
H 6.01 2.48 3.64
C 1.79 -3.63 2.93
N -4.17 4.53 -1.96
H -3.11 -0.10 -0.68
C 3.36 1.11 0.18
*
```

Output
Orbital gap (alpha / beta), eV: 3.117 / 2.887
HOMO (alpha / beta), eV: 0.7962 / 1.0258
F_max, eV/Å: 0.669
E_LUMO (alpha / beta), eV: 3.913 / 3.913

(2)
This record from OMol25 describes C4H2BrClN2O in the gas phase. The level of theory is ωB97M-V/def2-TZVPD.

```
! wB97M-V def2-TZVPD RIJCOSX def2/J DEFGRID3
* xyz 0 1
N -1.88 0.31 0.42
Br -4.56 -0.30 0.10
H 0.74 -0.95 -1.17
C 0.19 -0.97 -0.14
C -2.14 -1.79 -0.15
C -0.60 0.19 0.49
O 1.32 -1.00 0.79
N -0.92 -1.89 -0.26
C -2.77 -0.67 0.25
Cl 2.82 -1.48 0.13
H -0.06 0.72 1.29
*
```

Output
Orbital gap (alpha / beta), eV: 6.792 / 6.810
HOMO (alpha / beta), eV: -8.3699 / -8.3683
F_max, eV/Å: 4.993
E_LUMO (alpha / beta), eV: -1.578 / -1.558

In kcal per mole, the energy relative to the best compared isomer or geometry (same formula, charge and spin) values for the records above are, in order, 6.8 74.0.
In eV, the E values for the records above are, in order, -87165.8870 -91766.0315.